Entry 1:
The following is a DFT calculation (wB97M-V/def2-TZVPD) of C30H58BF9I2N2O8PS2 as an isolated structure at a distorted geometry.

```
113
Properties=species:S:1:pos:R:3:forces:R:3
C 4.982 3.432 1.083 -0.373 0.430 -0.683
C 4.144 2.641 0.037 0.471 -1.158 -0.037
P 2.359 2.430 0.520 -1.002 1.399 1.783
C 2.432 1.044 1.738 1.076 -0.591 0.561
C 2.850 1.620 3.141 0.034 -0.117 -1.183
C 1.224 2.315 -0.978 0.264 1.818 -1.753
C 1.972 1.531 -2.084 0.662 -0.520 0.032
C 2.553 0.143 -1.735 -0.348 -0.177 -0.763
C 1.634 -1.081 -1.865 1.231 -0.759 0.707
O 2.243 -2.133 -1.081 -0.285 0.302 0.326
C 1.291 -2.690 -0.190 -0.535 -0.090 -0.255
C 1.118 3.817 -1.533 -0.367 -1.537 0.082
O 2.229 4.497 -1.990 0.550 0.185 0.361
C 0.077 4.594 -0.618 2.705 1.352 -1.594
C 0.595 5.144 0.735 0.272 -0.903 1.228
C 2.017 5.734 0.790 0.204 0.685 0.114
C -0.090 5.892 -1.457 -0.695 0.737 -0.537
C -1.202 6.856 -1.054 2.434 0.568 0.547
O -2.330 6.757 -1.284 -2.660 -0.691 -0.606
I -0.602 8.652 0.049 0.171 -0.190 -0.068
N -1.007 3.542 -0.600 -1.541 -0.167 1.418
C -1.768 3.522 0.714 1.021 -0.225 0.517
S -2.760 4.925 1.286 -2.861 0.135 2.153
O -2.986 4.529 2.643 1.185 -0.436 0.722
O -4.001 5.125 0.609 0.638 0.226 -1.730
B -2.160 3.664 -1.645 -1.510 0.047 -2.989
C -2.113 4.243 -3.130 1.140 0.405 -0.017
O -3.404 3.205 -1.335 0.635 0.606 1.373
C -0.359 2.158 -0.803 1.719 -3.003 0.559
I -1.180 1.061 -2.544 -0.014 0.719 -0.113
C -0.507 1.069 0.306 -0.158 -0.326 0.551
C -1.619 0.005 0.420 -0.645 -0.135 0.444
C -3.119 0.309 0.266 -0.796 -0.496 0.610
C -3.851 0.733 1.570 0.013 1.131 -0.150
C -5.279 0.159 1.614 2.093 0.918 -0.459
F -5.773 0.300 0.373 -0.787 -0.165 -0.442
F -5.139 -1.136 1.907 -0.760 -0.840 0.145
C -6.166 0.883 2.640 -0.443 -0.763 0.464
F -5.982 2.180 2.631 0.205 1.278 -0.964
F -5.772 0.489 3.839 0.476 -0.702 0.838
S -8.029 0.579 2.521 -1.304 0.961 1.318
F -8.036 -0.150 3.926 0.024 -0.526 -0.207
F -7.833 -0.791 1.780 0.258 -0.100 -0.312
F -8.112 1.405 1.179 0.412 -0.338 -0.514
F -8.293 1.941 3.312 0.118 0.017 -0.008
F -9.588 0.369 2.442 -0.010 -0.125 -0.132
H 4.405 3.652 1.980 0.244 -0.073 0.089
H 5.912 2.914 1.314 -0.196 -0.139 0.199
H 5.289 4.381 0.633 -0.124 0.035 0.225
H 4.315 3.053 -0.959 -0.284 -0.042 0.045
H 4.565 1.626 0.001 -0.073 0.112 -0.238
H 1.551 0.425 1.896 -0.138 0.271 -0.449
H 3.246 0.358 1.462 -0.320 -0.121 -0.168
H 2.541 0.923 3.918 -0.009 0.219 0.096
H 2.424 2.618 3.257 -0.059 -0.161 0.394
H 3.937 1.702 3.146 -0.074 0.105 0.290
H 2.863 2.129 -2.303 -0.197 0.187 0.209
H 1.496 1.493 -3.070 -0.356 0.029 0.310
H 3.053 0.079 -0.766 -0.282 0.270 0.047
H 3.350 -0.015 -2.471 0.039 -0.030 0.179
H 1.651 -1.449 -2.897 -0.546 0.268 -0.001
H 0.625 -0.959 -1.474 -0.062 0.306 -0.370
H 1.695 -3.503 0.412 0.298 0.039 -0.313
H 0.862 -1.947 0.506 0.214 0.098 -0.133
H 0.460 -3.079 -0.799 -0.042 -0.143 0.351
H 0.601 3.587 -2.480 -0.319 0.457 0.218
H 2.945 4.550 -1.341 -0.313 -0.062 0.079
H -0.052 5.923 1.147 -0.252 -0.071 -0.499
H 0.628 4.383 1.521 -0.156 -0.151 -0.304
H 2.004 6.571 1.495 -0.086 0.009 -0.164
H 2.752 5.046 1.201 -0.210 -0.288 -0.182
H 2.429 6.135 -0.138 -0.266 0.041 0.017
H -0.153 5.736 -2.538 -0.519 -0.253 0.185
H 0.824 6.480 -1.408 0.195 -0.442 0.528
H -2.460 2.681 0.775 -0.297 0.416 -0.584
H -1.113 3.296 1.554 0.330 0.580 -0.230
H -2.100 6.117 1.368 0.497 -0.455 -0.684
H -1.119 4.241 -3.592 -0.154 0.108 0.019
H -2.735 3.643 -3.795 -0.100 -0.166 0.337
H -2.497 5.268 -3.197 0.078 -0.104 0.181
H -4.054 3.897 -1.551 -0.164 -0.484 -0.092
H -0.307 1.462 1.311 -0.100 0.412 -0.282
H 0.376 0.446 0.143 0.005 0.207 -0.167
H -1.515 -0.417 1.430 0.144 0.159 -0.086
H -1.391 -0.865 -0.199 0.143 0.346 -0.339
H -3.409 1.005 -0.521 0.359 -0.039 0.004
H -3.594 -0.636 -0.014 0.256 0.020 -0.177
H -3.306 0.458 2.476 -0.147 -0.112 -0.046
H -3.975 1.824 1.579 0.092 -0.160 0.197
C 2.304 -10.810 0.645 0.139 0.069 0.073
O 3.299 -10.144 -0.110 -0.270 -0.132 -0.011
C 3.094 -10.183 -1.517 0.381 0.154 -0.201
C 2.667 -8.829 -2.057 -0.213 -0.053 0.239
N 1.311 -8.488 -1.638 0.164 0.168 0.038
C 0.940 -7.089 -1.844 -0.114 -0.218 0.099
C 1.777 -5.996 -1.177 -0.182 0.126 -0.115
O 1.653 -5.938 0.237 0.183 -0.021 -0.164
C 2.430 -6.895 0.941 -0.185 0.109 0.223
H 2.682 -10.928 1.660 0.048 0.024 -0.034
H 1.375 -10.232 0.697 -0.092 -0.102 -0.034
H 2.090 -11.802 0.237 -0.044 0.022 -0.008
H 2.389 -10.969 -1.803 -0.111 0.058 0.104
H 4.061 -10.433 -1.963 -0.032 -0.022 -0.013
H 2.709 -8.849 -3.150 0.001 0.013 0.000
H 3.400 -8.095 -1.702 0.142 -0.042 -0.107
H 1.206 -8.702 -0.655 -0.001 -0.058 -0.027
H -0.085 -6.986 -1.478 0.002 0.086 -0.054
H 0.911 -6.898 -2.922 0.078 0.046 0.004
H 1.398 -5.039 -1.542 -0.008 -0.015 0.006
H 2.832 -6.028 -1.472 0.039 -0.149 0.096
H 3.388 -7.088 0.454 -0.044 -0.064 -0.063
H 1.874 -7.826 1.064 0.163 -0.117 -0.037
H 2.622 -6.502 1.939 -0.012 0.084 -0.043
```
Forces are in eV/Å.

The calculation puts the maximum force at 0.0697 Eh/bohr. The total energy comes out at -123691.7079 eV. The HOMO-LUMO gap comes out at 6.53 eV. The charge is +1.

Entry 2:
The following is a DFT calculation (wB97M-V/def2-TZVPD) of C30H58BN6O2P2Tm as an isolated structure at a distorted geometry.

```
100
Properties=species:S:1:pos:R:3:forces:R:3
Tm 0.104 0.362 0.638 0.155 -0.935 -0.509
C 2.504 3.628 1.066 0.083 -0.076 -0.031
C 3.691 2.665 1.261 -0.451 -0.235 0.244
C 3.969 2.533 2.762 -0.006 -0.021 -0.037
C 4.920 3.204 0.533 0.036 -0.091 -0.001
P 3.043 1.022 0.620 0.051 -0.004 -0.908
C 3.164 1.287 -1.236 -0.083 -0.007 0.302
N 2.219 0.455 -1.947 0.086 0.166 -0.070
B 0.832 0.226 -1.606 0.693 -0.198 -0.838
N 0.442 -0.816 -2.524 -0.156 -0.013 -0.099
C -0.839 -1.477 -2.591 -0.108 0.024 0.239
P -1.452 -1.982 -0.892 0.037 0.370 -0.861
C -3.309 -1.698 -1.134 0.199 0.027 0.381
C -3.916 -2.332 -2.384 0.066 0.012 0.005
C -3.473 -0.169 -1.209 0.071 -0.130 -0.043
C -4.060 -2.192 0.107 0.034 -0.031 -0.097
C -0.974 -3.806 -0.838 0.049 0.231 0.371
C -1.550 -4.700 -1.931 -0.044 0.064 -0.019
C 0.560 -3.775 -0.944 -0.062 0.049 -0.056
C -1.345 -4.378 0.537 0.051 0.071 -0.079
C 1.482 -1.110 -3.403 0.187 0.120 0.005
C 1.557 -1.990 -4.474 -0.068 -0.017 0.055
C 2.752 -2.070 -5.174 0.004 -0.053 -0.008
C 3.845 -1.283 -4.821 0.018 0.008 -0.005
C 3.773 -0.394 -3.759 0.039 0.033 0.057
C 2.586 -0.317 -3.044 -0.160 -0.114 -0.122
C 4.200 -0.428 0.930 -0.410 0.074 0.246
C 3.837 -0.966 2.323 0.112 0.078 -0.040
C 5.685 -0.092 0.859 -0.012 0.021 -0.008
C 3.858 -1.506 -0.108 0.019 0.055 0.081
H 2.719 4.577 1.561 0.008 0.010 -0.016
H 1.591 3.219 1.510 -0.001 0.087 0.050
H 2.320 3.838 0.012 -0.038 0.010 0.007
H 4.163 3.520 3.186 0.003 0.007 -0.010
H 4.847 1.916 2.955 -0.025 0.002 0.037
H 3.114 2.102 3.288 0.018 0.016 0.036
H 5.146 4.199 0.923 0.000 0.006 0.005
H 4.760 3.302 -0.540 0.017 0.019 0.008
H 5.796 2.579 0.700 -0.005 0.051 -0.029
H 4.183 1.059 -1.548 0.018 0.045 -0.034
H 2.981 2.343 -1.439 0.088 0.007 -0.017
H -0.777 -2.363 -3.222 -0.007 0.018 -0.038
H -1.584 -0.813 -3.029 -0.021 -0.073 -0.095
H -3.363 -2.072 -3.287 -0.045 -0.022 -0.020
H -4.940 -1.969 -2.507 -0.005 0.006 -0.009
H -3.962 -3.416 -2.307 -0.007 -0.003 -0.026
H -3.162 0.230 -2.174 0.038 0.055 0.020
H -2.895 0.340 -0.427 -0.100 0.043 0.024
H -4.527 0.085 -1.075 -0.006 0.022 0.001
H -4.031 -3.276 0.193 -0.010 -0.020 0.027
H -5.112 -1.902 0.038 0.000 0.021 0.016
H -3.643 -1.757 1.019 -0.052 -0.020 0.019
H -1.417 -4.289 -2.932 -0.010 -0.040 0.002
H -2.609 -4.900 -1.776 -0.008 0.003 -0.004
H -1.034 -5.662 -1.900 0.014 0.001 -0.009
H 0.903 -3.450 -1.928 0.025 0.010 0.035
H 0.957 -4.776 -0.766 -0.016 -0.012 0.005
H 0.990 -3.106 -0.192 0.060 -0.049 -0.015
H -2.421 -4.480 0.662 -0.019 0.002 0.038
H -0.950 -3.746 1.337 0.019 -0.073 0.037
H -0.911 -5.374 0.644 0.024 0.007 0.018
H 0.709 -2.593 -4.772 0.007 0.001 -0.028
H 2.830 -2.749 -6.012 0.008 0.010 -0.003
H 4.762 -1.354 -5.391 -0.011 -0.006 -0.012
H 4.623 0.233 -3.520 -0.002 -0.008 0.014
H 4.061 -0.246 3.110 -0.046 -0.043 0.015
H 4.405 -1.876 2.526 0.006 0.001 0.003
H 2.771 -1.214 2.378 0.014 -0.041 0.048
H 5.992 0.578 1.661 0.018 -0.021 -0.025
H 5.956 0.358 -0.097 0.020 -0.017 0.001
H 6.258 -1.016 0.963 0.015 -0.001 -0.010
H 2.776 -1.637 -0.218 0.030 -0.051 -0.055
H 4.279 -2.459 0.220 0.023 0.008 0.008
H 4.275 -1.281 -1.088 -0.073 0.013 -0.039
N -1.443 -1.311 2.566 -0.096 0.202 0.149
C -2.201 -0.099 2.949 0.124 -0.020 0.262
C -2.690 -0.104 4.399 -0.086 0.189 -0.024
C -3.617 1.040 4.862 0.147 0.022 -0.351
C -4.841 1.360 3.989 -0.037 -0.261 0.121
N -4.529 2.274 2.891 0.209 -0.003 0.014
C -5.400 3.022 2.232 -0.130 0.040 -0.047
N -4.951 3.931 1.362 -0.035 -0.142 0.004
N -6.711 2.878 2.421 0.102 0.088 0.023
C -1.191 0.980 2.531 -1.532 0.671 1.268
O -1.552 1.842 1.674 0.249 -0.553 -0.268
O 0.019 0.780 2.789 0.333 0.290 0.879
H -2.058 -2.119 2.559 0.017 -0.039 -0.174
H -0.746 -1.481 3.287 0.058 -0.039 -0.023
H -3.052 -0.023 2.269 0.008 0.067 -0.043
H -1.814 -0.116 5.052 -0.030 -0.051 0.076
H -3.216 -1.050 4.553 0.037 -0.046 -0.042
H -3.040 1.957 5.014 -0.059 0.041 0.016
H -4.004 0.752 5.838 0.063 0.065 0.058
H -5.592 1.838 4.622 0.030 0.012 0.008
H -5.279 0.440 3.588 0.003 -0.018 0.032
H -3.567 2.367 2.606 0.279 -0.032 -0.038
H -3.963 4.030 1.200 0.004 0.074 -0.015
H -5.579 4.504 0.828 0.002 -0.004 -0.049
H -7.075 2.218 3.086 -0.008 -0.009 -0.029
H -7.364 3.486 1.956 -0.047 -0.002 0.057
```
Forces are in eV/Å.

The calculation puts the maximum force at 0.0408 Eh/bohr. The multiplicity is 3. The total energy comes out at -93862.0283 eV. The expectation value of S² is 2.00. The HOMO-LUMO gap (spin up / spin down) comes out at 6.80 / 6.82 eV. The charge is +2.

> Look up the charge of the second one.

+2